[1]
Entry from OMol25: a structure of composition C6H8O5Tl in a non-equilibrium geometry (ωB97M-V with the def2-TZVPD basis set).

```
20
Properties=species:S:1:pos:R:3:lowdin_spin:R:1
Tl 1.4109 2.5293 -0.0470 0.576
O -0.3612 1.8686 0.2293 0.176
O -2.3432 1.1297 0.6037 0.008
C -3.0300 0.5371 1.7174 0.002
C -1.9507 -0.3585 2.3380 0.000
O -0.7573 0.0669 1.6654 -0.001
C -1.0339 0.9754 0.7488 0.014
H -3.3612 1.3366 2.3890 0.000
H -3.8887 -0.0186 1.3300 0.001
H -2.1012 -1.4252 2.1444 0.000
H -1.8126 -0.1780 3.4090 0.000
O 1.7198 0.3959 -0.9302 0.118
C 2.1769 0.0143 -2.2678 0.003
C 2.3560 -1.4865 -2.0994 0.006
O 1.8503 -1.7242 -0.7475 0.018
C 1.4852 -0.6465 -0.1561 0.079
H 1.3943 0.3135 -2.9699 0.000
H 3.0993 0.5708 -2.4546 0.000
H 3.3991 -1.8153 -2.1196 0.000
H 1.7481 -2.0852 -2.7830 0.000
```

Output
Maximum force (Eh/bohr): 0.1130
ΔE to the lowest compared entry with this formula, charge and spin (kJ/mol): 5.99
Charge: +2
HOMO-LUMO gap (spin up / spin down) (eV): 9.53 / 4.32
2S+1: 2

[2]
Entry from OMol25: the ion C6H8OPS2 with charge +1 in a non-equilibrium geometry (ωB97M-V with the def2-TZVPD basis set).

```
18
Properties=species:S:1:pos:R:3:lowdin_spin:R:1
C 2.1292 -0.3548 -0.4521 0.056
C 1.2396 0.5462 -1.2389 0.166
C 1.4075 -1.3071 0.3740 0.225
C -0.1005 0.4919 -1.1416 0.015
C 0.0684 -1.2365 0.5547 0.033
C -0.7922 -0.3338 -0.1439 0.380
O -2.8248 -1.0908 1.2240 0.126
P -2.5806 -0.2515 -0.0865 0.482
S 3.1880 0.8128 0.4963 0.072
S -2.9477 1.7580 0.6093 0.398
H 2.7299 -0.9811 -1.1166 0.025
H 1.6422 1.2615 -1.9815 0.007
H 2.1400 -2.0773 0.9727 0.004
H -0.7610 1.1931 -1.6604 -0.003
H -0.3692 -2.0538 1.3196 -0.002
H -3.8152 -1.0494 1.5699 0.000
H 3.7592 -0.1234 1.2620 0.003
H -2.7131 2.3064 -0.5541 0.013
```

Output
Maximum force (Eh/bohr): 0.0856
Charge: +1
HOMO-LUMO gap (spin up / spin down) (eV): 7.36 / 4.39
2S+1: 3

[3]
Entry from OMol25: an isolated molecule of C6H8OS in a non-equilibrium geometry (ωB97M-V with the def2-TZVPD basis set).

```
16
Properties=species:S:1:pos:R:3:nbo_charge:R:1
O 0.6326 -1.5420 -1.0803 -0.530
C 0.1358 -1.1191 -0.0211 0.614
C -0.4147 -2.1096 1.0662 -0.560
C -1.0589 -1.1769 2.0607 -0.186
C -0.7680 0.1356 1.8299 -0.191
C 0.0892 0.3329 0.5586 -0.383
C -0.3384 1.5063 -0.3152 -0.510
S 0.7465 1.6234 -1.7817 -0.015
H -1.0799 -2.8990 0.5251 0.251
H 0.4851 -2.6372 1.5830 0.249
H -1.5184 -1.5612 3.0179 0.223
H -1.0047 1.0222 2.4766 0.223
H 1.2375 0.3447 0.8430 0.250
H -0.3089 2.4894 0.2080 0.234
H -1.3490 1.2537 -0.6938 0.221
H 0.6628 2.9339 -1.8851 0.110
```

Output
Maximum force (Eh/bohr): 0.0678
ΔE to the lowest compared entry with this formula, charge and spin (kJ/mol): 126.94
HOMO-LUMO gap (eV): 9.73
2S+1: 1

[4]
Entry from OMol25: an isolated molecule of C6H8OS in a non-equilibrium geometry (ωB97M-V with the def2-TZVPD basis set).

```
16
Properties=species:S:1:pos:R:3:nbo_charge:R:1
O -2.8251 -1.0049 -0.3763 -0.543
C -1.6995 -0.4179 -0.3728 0.604
C -1.0252 0.7942 -0.8111 -0.530
C -0.0037 1.1154 0.0517 -0.448
C 0.6921 -0.2233 0.1717 -0.078
C 2.0628 -0.1189 0.6870 -0.506
S 2.0792 -0.7769 -1.0064 0.070
C -0.5823 -1.1617 0.4510 -0.541
H -1.8734 1.4859 -1.2783 0.248
H -0.5548 0.4364 -1.7875 0.265
H 0.6152 1.7620 -0.4293 0.227
H -0.3155 1.5871 1.0667 0.224
H 2.3779 0.9841 0.6449 0.237
H 2.5385 -0.9763 1.4308 0.256
H -0.4859 -2.2597 0.0287 0.260
H -1.0002 -1.2252 1.5294 0.255
```

Output
Maximum force (Eh/bohr): 0.2003
ΔE to the lowest compared entry with this formula, charge and spin (kJ/mol): 289.79
HOMO-LUMO gap (eV): 9.64
2S+1: 1

[5]
Entry from OMol25: a structure of composition C6H8OS in a non-equilibrium geometry (ωB97M-V with the def2-TZVPD basis set).

```
16
Properties=species:S:1:pos:R:3:nbo_charge:R:1
C -0.7795 0.1541 -0.6618 -0.475
C -1.2460 -0.7768 0.3462 -0.158
C -0.9546 -0.3617 1.6221 -0.202
C -0.0052 0.7298 1.5261 0.057
C 1.5898 0.3061 0.2447 -0.065
C 0.2351 0.9897 0.0449 -0.229
H 1.0563 0.2548 -2.7704 0.136
H -1.6068 0.8182 -0.7647 0.222
H -1.8885 -1.6876 0.3098 0.233
H -1.3204 -0.5695 2.5664 0.217
H -0.0830 1.6600 2.1456 0.184
H 1.8907 -0.5665 -0.2099 0.189
H 2.2888 1.0628 0.1681 0.166
H 0.1967 2.0178 -0.1637 0.219
O 1.3303 0.2376 1.5851 -0.525
S -0.2633 -0.6961 -2.0434 0.030
```

Output
Maximum force (Eh/bohr): 0.1106
ΔE to the lowest compared entry with this formula, charge and spin (kJ/mol): 432.25
HOMO-LUMO gap (eV): 9.01
2S+1: 1

[6]
Entry from OMol25: an isolated molecule of C6H8OS in a non-equilibrium geometry (ωB97M-V with the def2-TZVPD basis set).

```
16
Properties=species:S:1:pos:R:3:nbo_charge:R:1
C 1.3013 0.4965 -1.7245 -0.326
C 0.1081 0.7007 -0.7228 -0.323
C 1.3235 -0.1424 -0.3150 -0.330
S 1.7547 0.5473 1.3239 0.183
C -0.0510 0.1248 1.7467 -0.545
C -0.7687 0.0235 0.3458 0.205
C -1.6897 -1.0069 -0.1352 -0.118
O -2.1698 0.2673 0.3654 -0.484
H 1.6312 1.4158 -1.9507 0.227
H 1.0166 -0.2772 -2.5057 0.227
H 0.4713 1.6997 -0.3018 0.201
H 1.1187 -1.1776 -0.2995 0.216
H -0.1073 -0.6437 2.6947 0.250
H -0.3756 0.9919 2.3528 0.234
H -1.6616 -1.1034 -1.3149 0.187
H -1.9019 -1.9162 0.4409 0.196
```

Output
Maximum force (Eh/bohr): 0.1416
ΔE to the lowest compared entry with this formula, charge and spin (kJ/mol): 539.05
HOMO-LUMO gap (eV): 9.23
2S+1: 1

[7]
Entry from OMol25: an isolated molecule of C6H8OS in a non-equilibrium geometry (ωB97M-V with the def2-TZVPD basis set).

```
16
Properties=species:S:1:pos:R:3:nbo_charge:R:1
O -0.4118 -0.5946 2.0210 -0.710
C 0.6632 -0.5776 1.0585 0.070
C 0.7680 -1.8062 0.1317 -0.476
C -0.2119 -1.7592 -1.0362 -0.174
C -0.9020 -0.6060 -1.4456 -0.223
C -0.7517 0.5908 -0.5705 -0.391
S 0.0280 2.1939 -0.2952 0.200
C 0.5812 0.5241 0.0229 -0.353
H -0.1493 -1.2205 2.8212 0.484
H 1.6148 -0.4690 1.4659 0.176
H 1.7446 -1.9236 -0.6039 0.238
H 0.7471 -2.7893 0.7400 0.235
H 0.1058 -2.5993 -1.9268 0.220
H -1.7046 -0.6623 -2.2348 0.222
H -1.6925 0.6626 0.1613 0.246
H 1.3003 0.4601 -0.8326 0.236
```

Output
Maximum force (Eh/bohr): 0.0752
ΔE to the lowest compared entry with this formula, charge and spin (kJ/mol): 446.70
HOMO-LUMO gap (eV): 8.88
2S+1: 1

[8]
Entry from OMol25: an isolated molecule of C6H8OS2 in a non-equilibrium geometry (ωB97M-V with the def2-TZVPD basis set).

```
17
Properties=species:S:1:pos:R:3:nbo_charge:R:1
C 0.6661 0.1124 -1.2390 -0.042
C 1.9187 0.3238 -1.6647 -0.443
C 1.3574 1.7453 0.3637 -0.393
C 0.3420 0.9437 -0.0889 -0.331
C -0.2925 -0.8923 -1.8274 -0.634
C -0.8576 -0.0118 2.1668 -0.835
O -1.3431 2.3602 1.2361 -0.990
S 2.6858 1.4720 -0.7185 0.470
S -1.2909 1.0535 0.6777 1.315
H -0.0928 -1.9075 -1.4894 0.221
H 2.5007 -0.3218 -2.2644 0.241
H 1.4016 2.5973 1.0758 0.276
H -0.0932 -1.0194 -2.8238 0.221
H -1.3249 -0.6017 -1.6754 0.224
H -1.5818 -0.7591 2.3631 0.225
H 0.1304 -0.4039 2.0526 0.228
H -0.9848 0.4530 3.1401 0.248
```

Output
Maximum force (Eh/bohr): 0.0797
ΔE to the lowest compared entry with this formula, charge and spin (kJ/mol): 26.27
HOMO-LUMO gap (eV): 9.68
2S+1: 1

[9]
Entry from OMol25: an isolated molecule of C6H8S in a non-equilibrium geometry (ωB97M-V with the def2-TZVPD basis set).

```
15
Properties=species:S:1:pos:R:3:nbo_charge:R:1
C -1.9189 -0.8817 0.7848 -0.451
C -0.9016 -0.2267 0.0897 0.045
C 0.4127 0.2817 1.1485 -0.433
C 1.2475 0.9900 0.0709 -0.436
S 2.6918 1.2045 -0.8135 0.198
C 1.1976 -0.0468 -1.0435 -0.242
C -0.2857 0.0513 -1.3890 -0.462
H -1.8026 -1.0543 1.9985 0.217
H -2.7075 -1.5635 0.3016 0.215
H 0.7975 -0.6403 1.6534 0.225
H -0.0315 0.9943 1.8992 0.219
H 0.8273 1.8208 -0.4110 0.208
H 1.6189 -1.0412 -0.6779 0.229
H -0.6754 0.9476 -1.6445 0.234
H -0.4703 -0.8357 -1.9672 0.233
```

Output
Maximum force (Eh/bohr): 0.1050
ΔE to the lowest compared entry with this formula, charge and spin (kJ/mol): 504.85
HOMO-LUMO gap (eV): 9.20
2S+1: 1

[10]
Entry from OMol25: a structure of composition C6H8S in a non-equilibrium geometry (ωB97M-V with the def2-TZVPD basis set).

```
15
Properties=species:S:1:pos:R:3:nbo_charge:R:1
C 0.6766 -0.0209 0.5500 -0.085
C -0.4097 1.0895 0.6268 -0.296
C -1.3226 -0.0783 0.1212 -0.098
C -0.1440 -0.9719 0.0758 -0.056
C -0.1310 2.1642 -0.4013 -0.592
C -0.2214 -2.5887 -0.1300 -0.602
S -2.9203 -0.0650 0.0428 0.042
H 1.6588 -0.0502 0.8011 0.199
H -0.5895 1.5925 1.5218 0.218
H 0.2213 1.8339 -1.4089 0.213
H 0.6377 2.9449 0.0986 0.200
H -0.9901 2.6847 -0.5503 0.211
H -0.5674 -2.7076 -1.0730 0.217
H -0.8496 -2.8821 0.5709 0.215
H 0.7814 -3.1630 -0.1125 0.216
```

Output
Maximum force (Eh/bohr): 0.1387
ΔE to the lowest compared entry with this formula, charge and spin (kJ/mol): 251.55
HOMO-LUMO gap (eV): 8.21
2S+1: 1

[11]
Entry from OMol25: an isolated molecule of C6H8Si in a non-equilibrium geometry (ωB97M-V with the def2-TZVPD basis set).

```
15
Properties=species:S:1:pos:R:3:nbo_charge:R:1
C -0.2882 -1.6437 0.1679 -1.086
Si -0.5977 0.2248 0.0769 1.436
C 1.0896 1.1128 0.3840 -0.698
C 2.3246 0.3793 0.7962 -0.178
C 2.2401 0.5429 -0.4709 -0.158
C -1.8198 1.0828 -1.2153 -0.505
C -2.1490 1.1898 0.0614 -0.622
H 0.2312 -1.7342 1.0832 0.231
H -1.2751 -2.1058 0.1249 0.248
H 0.2336 -2.0669 -0.6377 0.248
H 1.2087 2.2523 0.4317 0.208
H 2.6181 -0.2678 1.5120 0.210
H 2.5645 0.6944 -1.5109 0.244
H -2.2899 1.4528 -2.1887 0.219
H -2.8929 1.7394 0.5903 0.205
```

Output
Maximum force (Eh/bohr): 0.0610
ΔE to the lowest compared entry with this formula, charge and spin (kJ/mol): 355.03
HOMO-LUMO gap (eV): 9.42
2S+1: 1

[12]
Entry from OMol25: a structure of composition C6H9BClF7N5O6PS2 in a non-equilibrium geometry (ωB97M-V with the def2-TZVPD basis set).

```
38
Properties=species:S:1:pos:R:3:nbo_charge:R:1
C 0.5349 1.2434 0.1716 -0.568
C -0.4573 1.8576 -0.9217 -0.810
B -1.3892 2.8494 -0.1493 0.981
O -0.7944 3.7904 0.6958 -0.854
C -3.0028 2.8545 -0.2116 0.124
N -3.7353 1.7335 -0.1906 -0.452
C -5.0319 2.1767 -0.2161 0.579
N -6.0649 1.3338 -0.1723 -0.887
P -5.9830 -0.4435 -0.0777 1.265
O -5.3744 -0.8776 -1.5541 -0.950
Cl -4.5251 -0.9590 1.3247 -0.256
N -5.0528 3.5182 -0.2798 -0.382
N -3.7691 3.9438 -0.2626 0.219
F -3.3990 5.2162 -0.2963 -0.090
H 1.4826 1.7976 0.1710 0.238
H 0.0872 1.4206 1.1740 0.180
H 0.6476 0.1552 0.0736 0.256
H 0.1904 2.4159 -1.6281 0.272
H -0.9788 1.0211 -1.4152 0.240
H -1.2785 3.7040 1.5369 0.494
H -7.0024 1.7222 -0.2192 0.433
H -4.4008 -0.8052 -1.5102 0.510
H -5.8840 4.0984 -0.3177 0.456
C 3.9359 -4.9963 -1.2049 0.708
F 3.0561 -5.8795 -1.6974 -0.319
F 4.8837 -5.6972 -0.5606 -0.319
F 4.5389 -4.4095 -2.2543 -0.322
S 3.1260 -3.7727 -0.1087 2.236
O 2.5616 -4.5589 0.9543 -0.932
O 2.1686 -3.1074 -0.9565 -0.948
N 4.4286 -2.9410 0.2549 -1.199
S 4.1732 -1.7197 1.2319 2.240
O 3.8384 -2.0546 2.5893 -0.933
O 3.4390 -0.6155 0.6710 -0.957
C 5.9032 -1.1247 1.3220 0.708
F 6.3821 -0.7851 0.1119 -0.322
F 6.7311 -2.0606 1.8136 -0.318
F 6.0146 -0.0443 2.1087 -0.320
```

Output
Maximum force (Eh/bohr): 0.0440
HOMO-LUMO gap (eV): 5.62
2S+1: 1

- 2S+1 of number 10 (C6H8S)?
  1